A molecular structure, C30H35BClF9IN5NbO4 at a distorted geometry. Source: the Open Molecules 2025 dataset; level of theory: ωB97M-V with the def2-TZVPD basis set.

Atoms and positions in Å:
H  2.4965  -6.3834  -1.3596
Nb  3.3779  -3.6406  -4.4342
H  7.0919  -0.3282  -6.2306
C  -3.4252  -7.3320  0.0867
Cl  3.8848  -4.9057  -6.3890
C  -2.0754  -5.0262  0.5409
H  -4.1316  4.0821  1.6224
H  -5.9728  9.0411  10.9118
C  -3.1030  5.4724  6.4325
C  1.2962  -2.7663  -5.1386
N  -1.4918  -5.9542  -0.2107
O  8.3554  -4.6780  -4.1034
N  7.5143  -4.1454  -3.4632
C  6.8381  -0.7423  -5.2425
H  -1.1730  2.1204  -0.4451
C  0.8677  -1.2593  -5.1274
C  2.6171  -5.4030  -1.8443
H  -1.0573  5.2872  3.7478
C  -4.2141  3.0337  -1.5813
F  1.1225  -3.1731  -6.4460
C  -3.9654  4.4633  6.0280
H  -2.6768  3.5094  3.2029
H  -4.8131  4.1911  6.6489
H  3.8403  -0.3352  -5.7962
H  8.6025  -1.8761  -4.7412
H  -4.0414  9.9111  12.2420
C  2.8373  -5.5919  -3.3595
H  -3.2653  6.0071  7.3590
H  5.1071  -4.3377  -2.2484
C  -4.0241  -6.3582  0.8707
C  -0.8632  -0.9473  -3.1354
H  -3.7610  -4.3873  1.7061
N  -3.4718  8.0437  8.9046
C  -2.1610  -7.0820  -0.4294
F  -2.1432  -1.3029  -2.9486
H  8.7943  -0.1210  -4.5402
C  -3.8128  3.6272  0.6897
H  -5.5137  7.8538  8.7845
F  -0.8062  0.3867  -5.0422
H  3.5064  -4.9465  -1.3935
I  4.1852  -7.2688  -3.5481
C  -2.0338  5.7869  5.6071
H  -1.6634  -7.8209  -1.0483
C  -2.9410  2.4869  -1.6083
H  -1.7316  9.5410  11.3562
H  -5.0097  -6.5149  1.2903
F  -0.0923  -1.8157  -2.4745
H  -5.6477  4.0572  -0.3348
H  1.0433  -4.7331  -0.5016
C  8.0976  -0.9611  -4.4163
H  7.8620  -1.0690  -3.3512
H  -1.4604  8.3352  9.2085
H  -1.3393  6.5705  5.8831
H  3.0534  -2.4878  -3.0810
N  -2.5893  3.1056  0.6777
C  -1.8747  5.0812  4.4258
C  -2.6009  9.1858  10.8196
O  4.1232  -1.1397  -6.2504
H  6.1814  -0.0123  -4.7507
C  5.2540  -3.7716  -3.1777
H  5.5927  -2.7681  -2.8934
C  -2.1702  2.5453  -0.4555
H  1.5955  -3.4826  -1.6203
F  -0.6851  0.2653  -2.5843
F  1.7020  -0.5276  -4.3237
F  0.9912  -0.7400  -6.3657
O  6.2826  -4.4075  -3.9594
H  1.9139  -5.9842  -3.8122
B  4.8146  -2.0820  -5.4898
C  -0.5610  -0.8957  -4.6756
C  -4.9543  8.9077  10.5734
H  -2.5472  2.0175  -2.4986
F  -1.4442  -1.6737  -5.3231
H  0.5400  -4.7996  -2.1969
C  -2.7932  4.0873  4.1146
C  -4.6619  3.6180  -0.4071
C  -4.6971  8.2435  9.3827
O  6.1711  -1.9959  -5.3900
C  -3.3354  -5.1784  1.1036
F  0.3038  -3.4548  -4.4312
C  -3.8820  9.3887  11.3076
H  -3.9240  -8.2682  -0.1261
C  1.3757  -4.5534  -1.5322
C  -2.4496  8.5101  9.6174
N  -3.8267  3.7768  4.8959
H  -4.8445  3.0035  -2.4608
H  -1.5093  -4.1138  0.6975

Forces on atoms 1 to 3 (eV/Å):
0.00 0.16 -0.14
-0.78 -1.27 -1.20
-0.07 -0.17 0.16

Results
energy = -3477.3409 Ha
gap between HOMO and LUMO = 6.5668 eV
total charge = -1
LUMO level = 1.6 eV

Per-atom Löwdin charges, elementary charge units: 0.063, 1.262, 0.121, -0.080, 0.004, -0.148, 0.089, 0.100, -0.078, -0.410, 0.066, 0.011, -0.076, -0.245, 0.104, -0.399, -0.449, 0.102, -0.078, -0.018, -0.165, 0.074, 0.097, 0.089, 0.069, 0.104, -0.871, 0.069, 0.028, -0.090, -0.512, 0.098, 0.051, -0.148, 0.163, 0.071, -0.160, 0.106, 0.132, 0.066, 0.697, -0.084, 0.106, -0.065, 0.100, 0.100, 0.163, 0.098, 0.054, -0.077, 0.075, 0.105, 0.101, -0.023, 0.052, -0.069, -0.074, 0.082, 0.117, -0.365, 0.037, -0.142, 0.028, 0.147, 0.072, 0.127, -0.234, 0.010, -0.710, -0.346, -0.074, 0.093, 0.154, 0.059, -0.160, -0.074, -0.150, -0.015, -0.077, -0.029, -0.082, 0.097, -0.150, -0.150, 0.052, 0.104, 0.105

C6H10O in the gas phase. Source: the Open Molecules 2025 dataset; level of theory: ωB97M-V with the def2-TZVPD basis set.

Atoms and positions in Å:
O  1.1913  0.2462  0.8636
H  -1.5158  1.3083  -0.1238
H  0.9707  1.2757  -2.3740
H  1.8788  -0.1115  -1.7093
H  -1.0917  0.0051  -2.2109
H  -0.2907  -2.1009  0.8524
C  0.9937  0.5181  -1.5823
C  -0.1969  0.0417  1.2076
C  -0.6414  0.6556  -0.1215
H  -1.6009  -1.4388  1.8640
C  -0.3798  -0.1834  -1.4025
C  0.8214  1.1444  -0.2005
H  -0.3233  -1.2642  -1.2403
H  0.0316  -1.6292  2.5312
H  1.1512  2.1712  -0.0070
H  -0.4657  0.7304  2.0249
C  -0.5325  -1.3689  1.6286

Forces on atoms 1 to 3 (eV/Å):
0.14 -0.03 0.06
0.14 -0.08 0.01
0.01 -0.12 0.12

Results
energy = -309.7928 Ha
energy above the lowest of the compared OMol25 structures with the same formula, charge and spin = 1.349 eV
gap between HOMO and LUMO = 10.5718 eV
total charge = 0
LUMO level = 1.2 eV

Per-atom Löwdin charges, elementary charge units: -0.053, 0.136, 0.110, 0.111, 0.103, 0.073, -0.105, -0.350, -0.165, 0.086, -0.113, -0.269, 0.099, 0.083, 0.145, 0.144, -0.034

A gas-phase ion, C6H12NS (charge +1) at a distorted geometry. Source: the Open Molecules 2025 dataset; level of theory: ωB97M-V with the def2-TZVPD basis set.

Atoms and positions in Å:
C  0.8285  -0.3514  0.0412
C  -1.2881  -1.4449  0.0016
H  -0.4597  2.2438  -0.1824
C  1.8533  0.3793  -1.2204
H  1.5537  1.4340  -1.4289
H  -1.2879  0.3115  -1.1555
C  -1.3885  0.1014  -0.1646
C  0.0451  1.9952  0.6965
H  0.5087  -2.2864  0.8303
H  1.0670  1.9843  0.7934
H  -2.2683  0.5455  0.1957
H  -0.3164  2.5555  1.5300
S  2.5320  0.0007  0.3686
H  -1.7954  -1.7165  0.9594
H  2.0309  -0.3734  -1.9102
H  -0.2074  0.0296  1.6811
C  0.2451  -1.7143  -0.0652
H  -1.9058  -1.9205  -0.7861
H  0.5072  -2.2590  -0.8619
N  -0.2540  0.4856  0.6774

Forces on atoms 1 to 3 (eV/Å):
3.36 1.86 -2.37
-1.70 0.30 -0.40
0.08 1.39 -1.50

Results
energy = -688.4201 Ha
energy above the lowest of the compared OMol25 structures with the same formula, charge and spin = 2.388 eV
gap between HOMO and LUMO = 10.3461 eV
total charge = +1
LUMO level = -3.2 eV

Per-atom Löwdin charges, elementary charge units: -0.631, -0.102, 0.090, -0.263, 0.084, 0.115, -0.111, 0.064, 0.133, 0.027, 0.131, 0.109, 0.956, 0.131, 0.038, 0.250, -0.127, 0.132, 0.086, -0.112

A gas-phase ion, C3H11N2 (charge +1) at a distorted geometry. Source: the Open Molecules 2025 dataset; level of theory: ωB97M-V with the def2-TZVPD basis set.

Atoms and positions in Å:
N  -0.7765  -0.3577  1.3463
C  0.6320  -0.3523  -1.1647
H  -1.5133  -0.2340  0.6411
H  1.0878  -1.1934  -0.6616
H  -1.2075  0.1720  -1.8980
C  0.3378  0.6364  1.2929
N  -0.8247  -0.6366  -1.4142
H  1.1012  -0.1736  -2.1243
H  1.9207  0.9844  -0.1268
C  0.8375  0.8437  -0.1853
H  -0.2496  1.5031  1.6022
H  0.2452  1.7288  -0.4762
H  -1.2443  -0.1861  2.2469
H  -0.7947  -1.3970  -2.0872
H  -0.5643  -1.3538  1.4217
H  1.1962  0.5719  1.9356

Forces on atoms 1 to 3 (eV/Å):
-0.61 -0.89 2.65
-1.19 0.96 0.90
0.66 -0.10 -0.68

Results
energy = -230.1470 Ha
energy above the lowest of the compared OMol25 structures with the same formula, charge and spin = 0.964 eV
gap between HOMO and LUMO = 10.6547 eV
total charge = +1
LUMO level = -3.5 eV

Per-atom Löwdin charges, elementary charge units: 0.161, -0.236, 0.146, 0.107, 0.082, -0.127, -0.017, 0.113, 0.118, -0.146, 0.127, 0.118, 0.172, 0.083, 0.171, 0.128